# 1
Density functional theory data (ωB97M-V/def2-TZVPD) for a molecular structure, C30H24IInN7O8S.

Results
HOMO level in eV: -10.9
Energy relative to the best compared isomer or geometry (same formula, charge and spin) in kcal/mol: 2.4
Charge: +1

Element x y z (Å)
H1 -2.295 -3.748 -2.989
C1 -2.297 0.340 -3.845
H2 -0.574 2.865 5.122
C2 -1.132 -1.153 -2.659
H3 -3.143 2.139 -1.202
H4 -2.315 2.725 5.321
S1 0.075 -2.011 -1.797
C3 -2.808 3.353 2.907
C4 -0.926 2.024 2.268
H5 -2.518 1.279 -4.317
O1 -0.762 1.557 -0.074
C5 -3.081 -0.737 -3.650
N1 -2.348 -1.650 -2.922
H6 -4.245 -1.565 3.678
In1 0.045 -0.324 0.073
C6 -6.699 -1.590 1.326
C7 3.615 -2.038 4.190
H7 -1.929 0.453 4.521
H8 -7.769 -1.700 1.240
C8 2.873 -1.076 2.135
O2 -7.724 -1.341 -1.170
C9 1.623 -0.690 4.129
O3 -1.260 0.964 5.002
C10 0.250 1.277 2.668
C11 -4.698 -1.513 2.698
O4 -5.775 -1.230 -2.070
H9 -0.454 1.906 -5.080
C12 1.932 2.892 -2.904
C13 -1.361 2.140 0.946
H10 0.661 1.537 3.637
C14 3.782 -1.857 2.826
C15 -3.924 -1.297 1.566
C16 0.160 1.937 -4.193
C17 -5.897 -1.362 0.225
C18 -6.063 -1.662 2.551
C19 -2.943 3.112 -0.748
H11 2.379 -1.621 5.891
H12 -2.166 3.592 -1.346
C20 -2.818 -2.954 -2.461
H13 2.699 3.634 -2.743
O5 -1.805 -1.250 0.565
H14 4.320 -2.647 4.739
N2 -6.523 -1.267 -1.108
N3 -6.888 -1.902 3.756
H15 -2.625 -3.043 -1.394
H16 4.609 -2.320 2.307
C21 0.007 1.010 -3.175
N4 -1.078 0.078 -3.231
C22 -1.462 2.350 4.750
C23 -2.436 -1.102 1.689
C24 1.708 1.908 -1.961
H17 1.299 3.634 -4.822
H18 -4.098 -0.924 -3.944
H19 0.752 -0.284 4.626
C25 2.532 -1.459 4.834
O6 -6.312 -1.930 4.819
N5 -3.178 3.537 1.628
C26 1.147 2.895 -4.048
N6 0.843 0.315 2.036
O7 -8.080 -2.022 3.594
C27 -4.528 -1.222 0.320
H20 -3.845 3.718 -0.771
O8 -1.933 -0.833 2.766
H21 -3.885 -3.013 -2.654
I1 3.105 -0.883 0.064
C28 1.795 -0.459 2.763
C29 -1.708 2.625 3.285
H22 -3.937 -1.039 -0.563
H23 -3.450 3.801 3.656
C30 -2.495 2.950 0.673
H24 2.297 1.869 -1.054
N7 0.771 0.966 -2.099

=====

# 2
Density functional theory data (ωB97M-V/def2-TZVPD) for a molecular structure, C30H24MnN5S2Se2.

Results
Spin multiplicity: 6
HOMO level (spin up / spin down) in eV: -4.1 / -4.3
Energy relative to the best compared isomer or geometry (same formula, charge and spin) in kcal/mol: 8.9
Charge: -1

Element x y z (Å)
H1 -1.748 0.898 3.579
H2 -5.374 -4.119 1.430
H3 2.313 -2.007 0.609
N1 -2.303 0.850 -0.262
C1 4.616 -3.966 -2.647
C2 3.568 -2.982 -2.743
C3 1.422 2.280 -0.035
H4 1.206 4.339 -0.549
H5 -0.917 -3.129 3.558
H6 -2.972 -4.017 2.891
Mn1 -0.311 -0.138 -0.569
H7 -5.619 0.440 -0.418
S1 -0.073 -2.506 -1.089
H8 -4.206 4.755 1.190
H9 -5.347 -2.358 1.132
H10 4.792 -1.730 0.427
S2 0.262 0.180 -2.996
H11 0.069 4.463 1.113
H12 -3.313 -2.297 2.690
H13 -3.019 -0.066 2.799
N2 1.910 -0.032 0.320
C4 -2.245 2.131 0.184
C5 4.209 2.779 -0.401
H14 -5.534 -3.497 -0.224
Se1 -3.134 -3.416 0.458
C6 3.281 3.771 -0.550
C7 -2.690 -3.119 2.340
H15 2.845 0.021 -4.131
H16 3.609 4.768 -0.822
C8 -3.415 2.873 0.471
C9 -3.307 4.190 0.975
C10 1.497 -1.054 -2.868
Se2 -0.680 -0.947 2.327
H17 5.709 0.521 -0.089
C11 2.752 -1.027 0.448
H18 -5.573 2.772 0.441
H19 -2.246 -0.645 4.309
C12 -0.921 2.713 0.376
C13 3.735 -1.813 -3.496
H20 -3.458 -0.745 -0.809
C14 4.969 -1.562 -4.198
C15 4.644 0.370 0.048
N3 0.118 1.896 0.099
C16 -0.884 4.006 0.897
N4 5.444 -4.762 -2.574
C17 -5.064 -3.335 0.743
C18 -2.096 -0.113 3.372
H21 2.256 -4.064 -1.453
H22 5.266 2.969 -0.538
C19 2.709 -0.883 -3.552
C20 -4.682 0.948 -0.229
C21 -1.215 -2.820 2.557
N5 5.954 -1.347 -4.752
C22 2.391 1.217 0.075
C23 1.348 -2.231 -2.078
H23 -0.585 -3.341 1.834
C24 2.379 -3.170 -2.051
C25 3.769 1.472 -0.090
C26 4.145 -0.868 0.330
C27 -4.655 2.232 0.239
C28 1.904 3.535 -0.371
C29 -3.469 0.283 -0.463
C30 -2.062 4.716 1.189
H24 -1.974 5.717 1.597

=====

# 3
Density functional theory data (ωB97M-V/def2-TZVPD) for a molecular structure, C30H25AsO7PPdS2Se2.

Results
HOMO level (spin up / spin down) in eV: -11.1 / -11.1
Charge: +1

Element x y z (Å)
H1 0.318 -1.654 -1.655
H2 -2.430 2.949 -2.219
S1 -0.254 -2.740 1.040
H3 -0.418 5.821 -0.763
H4 -3.823 7.783 0.926
C1 -0.750 -1.656 -1.492
H5 1.413 -7.700 -1.113
C2 1.542 -4.418 -0.321
C3 1.160 3.335 -3.585
C4 -0.525 -5.401 0.423
H6 3.342 -4.170 3.912
C5 -3.255 6.882 0.749
H7 0.276 3.177 -5.524
C6 -2.976 4.515 1.047
C7 -1.340 5.789 -0.198
H8 2.197 -3.566 -0.393
C8 -1.591 -1.111 -2.447
H9 -3.613 -0.733 -3.014
C9 -2.963 -1.146 -2.262
C10 4.181 -2.786 2.510
O1 2.854 -1.085 -0.775
H10 4.995 -3.439 2.234
C11 1.106 -6.746 -0.714
C12 1.936 -5.644 -0.833
C13 -0.353 3.187 -1.745
C14 -1.428 3.053 -2.615
H11 -0.771 -7.482 0.007
O2 -0.442 -0.609 2.946
H12 -4.630 5.628 1.813
C15 2.252 -2.323 3.846
O3 0.488 -0.453 5.199
C16 2.119 -1.086 3.251
C17 -3.708 5.672 1.254
C18 0.096 3.186 -4.461
H13 2.170 3.434 -3.954
C19 -3.507 -1.713 -1.120
H14 -1.174 -0.665 -3.337
C20 4.067 -1.548 1.912
H15 1.529 -2.586 4.601
C21 -2.078 6.939 0.016
O4 0.929 -1.815 0.882
Se1 1.019 3.366 1.347
H16 -3.314 3.562 1.436
O5 0.882 1.267 3.494
C22 -2.671 -2.232 -0.146
P1 -0.745 3.117 0.037
H17 -1.737 7.881 -0.387
C23 -1.797 4.580 0.319
H18 1.761 3.474 -1.525
C24 -1.300 -2.197 -0.340
Se2 -1.886 1.259 0.435
C25 3.264 -3.191 3.467
O6 2.842 0.484 1.610
C26 0.939 3.344 -2.219
C27 0.311 -4.303 0.296
H19 2.138 -1.532 -0.279
H20 -2.026 2.963 -4.661
C28 3.012 -0.683 2.239
H21 2.894 -5.734 -1.320
O7 1.163 0.936 -0.464
H22 -3.073 -2.661 0.759
S2 0.681 -0.160 3.822
Pd1 0.481 0.610 1.445
C29 -1.198 3.062 -3.978
H23 -1.477 -5.297 0.919
H24 4.791 -1.221 1.177
C30 -0.126 -6.623 -0.089
As1 2.807 0.608 -0.432
H25 -4.575 -1.753 -0.986

=====

# 4
Density functional theory data (ωB97M-V/def2-TZVPD) for a molecular structure, C30H25AuNO6PS4.

Results
HOMO level in eV: -8.2
Energy relative to the best compared isomer or geometry (same formula, charge and spin) in kcal/mol: 6.7

Element x y z (Å)
H1 4.535 -4.277 -3.194
C1 2.491 -4.091 -3.803
C2 -3.192 2.173 -2.135
C3 3.564 -2.643 -2.203
S1 -0.201 0.762 2.737
C4 -2.697 6.498 0.727
H2 -2.757 7.529 1.053
C5 -5.142 2.585 -3.455
H3 -2.648 1.240 -5.325
C6 -2.273 4.894 -1.016
P1 2.310 -0.513 -0.866
C7 4.226 3.332 -2.450
H4 -2.011 4.662 -2.041
H5 -6.162 2.935 -3.542
H6 5.130 0.129 -0.024
H7 0.422 -3.632 -4.235
C8 1.306 -3.377 -3.667
O1 -0.718 -1.479 -1.344
C9 -2.884 4.151 1.208
C10 -3.166 1.643 -4.464
H8 -3.054 3.335 1.901
H9 4.659 4.256 -2.812
C11 3.118 0.961 -1.522
H10 -4.975 2.065 -5.532
N1 -0.873 1.811 -0.691
H11 -0.390 2.292 -1.445
O2 0.358 0.939 4.037
C12 -2.512 1.684 -3.234
H12 -2.138 7.012 -1.285
C13 3.423 1.104 -2.871
H13 4.442 -2.377 -1.628
H14 -3.226 5.702 2.649
C14 4.731 -0.639 0.626
H15 -1.489 1.329 -3.138
C15 2.397 -1.908 -2.059
O3 -1.400 1.490 2.416
C16 5.032 -2.143 2.480
C17 2.940 -2.095 1.298
C18 3.737 -2.613 2.307
C19 3.344 2.019 -0.640
H16 3.211 0.297 -3.562
O4 0.463 0.076 -2.823
C20 3.613 -3.722 -3.081
H17 2.540 -4.931 -4.484
H18 3.339 -3.372 2.968
H19 1.926 -2.456 1.182
O5 0.865 0.974 1.607
C21 3.426 -1.101 0.451
H20 4.222 2.397 -4.381
H21 6.539 -0.793 1.765
S2 -0.486 -1.233 2.294
Au1 -0.006 -0.139 0.131
C22 -2.962 5.475 1.624
C23 3.905 3.198 -1.105
C24 3.983 2.288 -3.332
C25 1.270 -2.297 -2.805
C26 5.529 -1.160 1.636
H22 -5.027 2.995 -1.352
H23 3.065 1.925 0.404
O6 -1.066 -1.529 -3.796
S3 -0.144 -1.240 -2.740
C27 -2.347 6.209 -0.590
H24 5.650 -2.537 3.277
C28 -2.550 3.878 -0.109
C29 -4.508 2.620 -2.227
H25 4.084 4.015 -0.417
C30 -4.470 2.095 -4.575
S4 -2.402 2.160 -0.541

=====

Record-wise total energy values, in eV: -82411.5560, -222638.5877, -271809.5887, -101610.4219
Record-wise molecular weight values, in g mol⁻¹: 884.35, 731.55, 931.89, 851.74